[1]
Density functional theory data (ωB97M-V/def2-TZVPD) for C30H50BrMnN3P2S as an isolated structure in a non-equilibrium geometry.

The geometry in ORCA input format:
```
! RIJCOSX wB97M-V def2-TZVPD def2/J DEFGRID3
* xyz 2 6
C 0.8894 -2.8698 -4.0302
C 1.6434 -2.6655 -2.8592
C 3.0232 -2.4381 -3.0667
C 3.5834 -2.4384 -4.3642
N 2.8320 -2.6606 -5.4596
C 1.5091 -2.8646 -5.3096
C 1.0070 -2.5317 -1.5363
C 0.8555 -2.8151 -0.3471
C 0.3015 -3.0093 0.9736
C 0.0176 -1.9499 1.9060
C -0.4562 -2.3300 3.1935
C -0.7916 -3.6597 3.4799
C -0.2608 -4.7166 2.7211
C 0.2453 -4.3152 1.4891
Mn -1.8881 -0.9576 2.5323
P 0.1726 1.1892 -1.4871
H 3.6484 -2.1304 -2.2283
H -0.1972 -2.8857 -3.9767
H 4.6654 -2.2400 -4.5262
H 0.9163 -3.0089 -6.2397
H 0.7532 -5.0389 0.8900
H 0.5516 -1.0108 1.6749
H -0.2115 -5.7834 2.9529
H -0.5968 -1.6200 4.0277
C -0.2583 2.9742 -1.2420
C 0.4548 3.9450 -2.1693
H -0.0095 3.1726 -0.1833
H -1.3563 3.0308 -1.3305
H 0.1499 4.9573 -1.8702
H 1.5496 3.8739 -2.0914
H 0.1659 3.7990 -3.2194
C 1.9651 1.1203 -1.9077
C 2.3113 1.3078 -3.3809
H 2.2883 0.1216 -1.5581
H 2.4654 1.8754 -1.2797
H 3.4088 1.3101 -3.4605
H 1.9209 0.4846 -4.0023
H 1.9367 2.2672 -3.7743
C -0.6668 0.5773 -2.9932
C -0.9041 1.6163 -4.0842
H -1.6236 0.1467 -2.6533
H -0.0524 -0.2602 -3.3610
H -1.5159 1.1401 -4.8669
H -1.4392 2.5065 -3.7141
H 0.0416 1.9404 -4.5469
Br -2.0541 -4.0055 4.9043
P 1.7137 0.9999 1.8483
C 2.7759 2.3601 1.2266
C 3.3798 3.2891 2.2570
H 2.0979 2.9212 0.5506
H 3.5516 1.8408 0.6361
H 3.8769 4.0608 1.6674
H 2.6272 3.7822 2.8812
H 4.1434 2.8051 2.8752
C 0.9624 1.5894 3.4613
C 1.6645 1.3352 4.7812
H -0.0423 1.1264 3.4706
H 0.8177 2.6703 3.3142
H 0.9866 1.6589 5.5761
H 1.8873 0.2815 4.9767
H 2.5739 1.9328 4.9069
C 2.8519 -0.4172 2.2869
C 4.2138 -0.0830 2.8570
H 2.9629 -0.9694 1.3344
H 2.2729 -1.0642 2.9647
H 4.7213 -1.0379 3.0119
H 4.8328 0.4954 2.1643
H 4.1768 0.4146 3.8320
C -3.6757 -1.8414 2.1565
N -4.5176 -1.0414 1.2381
C -5.5972 -1.7675 0.5915
C -4.1754 0.1917 0.8440
S -2.9970 1.0381 1.7888
N -4.7557 0.6805 -0.3199
C -6.0342 1.4019 -0.1546
C -3.8795 1.1628 -1.4058
H -4.2014 -2.6473 2.6578
H -3.4492 -1.1610 3.0690
H -2.8114 -2.3507 1.6007
H -6.5191 -1.4402 1.0883
H -5.6676 -1.5447 -0.4874
H -5.3950 -2.8253 0.7889
H -5.9069 2.4766 -0.4006
H -6.7326 0.9074 -0.8580
H -6.3775 1.3032 0.8918
H -3.2274 2.0077 -1.1120
H -3.2646 0.3082 -1.7338
H -4.5415 1.4743 -2.2214
*
```

- LUMO (spin up / spin down): -5.40 / -8.12 eV
- HOMO energy (spin up / spin down): -13.48 / -12.38 eV
- Energy relative to the best compared isomer or geometry (same formula, charge and spin): 428.0 kJ/mol
- Energy: -167146.4821 eV
- HOMO-LUMO gap (spin up / spin down): 8.079 / 4.264 eV



[2]
Density functional theory data (ωB97M-V/def2-TZVPD) for C30H50Cl2N3O4SiYb as an isolated structure in a non-equilibrium geometry.

The geometry in ORCA input format:
```
! RIJCOSX wB97M-V def2-TZVPD def2/J DEFGRID3
* xyz 0 2
C 2.5683 -2.3950 -2.1034
C 2.0634 -1.5935 -3.2621
H 2.7000 -3.4502 -2.3767
H 1.8956 -2.3598 -1.2375
H 3.5572 -2.0137 -1.7912
C 2.3728 -1.9277 -4.5347
C 2.7999 -3.3071 -4.9477
H 2.3999 -1.1634 -5.3256
H 2.2305 -4.0879 -4.4064
H 3.8745 -3.4841 -4.7674
H 2.6431 -3.4586 -6.0275
Yb 0.1971 0.0980 0.0528
Cl 2.2518 1.6063 -0.0192
C -0.7893 3.1211 0.1143
O -1.2004 1.9353 0.1918
N -1.5422 4.1623 -0.2544
C -2.9412 3.9526 -0.6462
C -0.9295 5.4633 -0.5449
H 0.2712 3.3529 0.3254
H -3.4275 3.2707 0.0641
H -3.0322 3.5335 -1.6598
H -3.4271 4.9319 -0.6448
H -0.1476 5.6659 0.2005
H -1.7094 6.2327 -0.5155
H -0.4588 5.4749 -1.5430
H -2.7021 2.0561 4.4927
H -1.3454 1.2104 6.1529
C -2.6070 1.1507 3.8817
C -0.9611 0.3487 5.5902
N -1.3327 0.5034 4.1905
H -2.6163 1.4162 2.8229
C -0.6265 -0.0946 3.2266
O -0.9357 -0.0391 2.0177
H 0.1338 0.3145 5.6692
H 0.2879 -0.6223 3.5646
H -3.4531 0.4854 4.1143
H -1.3667 -0.5941 5.9977
H 0.0474 -5.4177 3.1432
H -0.6386 -4.2634 -0.5061
C -0.8429 -4.8614 2.7987
C -1.2862 -4.4592 0.3580
N -0.5548 -4.1142 1.5724
H -1.1539 -4.1816 3.6049
C 0.1906 -2.9965 1.6031
O 0.2545 -2.1726 0.6626
H -2.2321 -3.8962 0.2861
H 0.7696 -2.8773 2.5369
H -1.6621 -5.5548 2.5817
H -1.5019 -5.5298 0.4133
O 0.1975 -0.6371 -2.0663
C 1.2991 -0.3179 -2.9200
C 0.2111 -0.1565 -5.2527
C 0.9154 0.4288 -4.1992
H -0.0568 -1.2172 -5.2148
C -0.1108 0.5699 -6.4055
H 1.9694 0.3012 -2.2929
C 1.3734 1.7408 -4.3416
H -0.7484 0.1041 -7.1572
C 0.3643 1.8658 -6.5481
C 1.1146 2.4354 -5.5218
H 1.9584 2.1892 -3.5327
H 0.1174 2.4324 -7.4372
H 1.4729 3.4533 -5.6265
Si -1.5647 -1.0369 -2.9621
Cl -1.1124 -2.8669 -3.8766
C -2.7898 -0.4648 -4.3345
C -1.6760 0.9750 -2.7690
C -2.4592 -1.4860 -1.3587
H -2.4000 0.2114 -5.0936
H -3.6033 0.0477 -3.8298
H -3.2291 -1.3047 -4.8678
H -3.4814 -1.8390 -1.6099
H -2.5353 -0.6109 -0.7108
H -1.9209 -2.2662 -0.7957
H -1.4290 1.4662 -3.7252
H -1.0080 1.4168 -2.0133
H -2.6997 1.2787 -2.4928
C 2.2913 0.7330 3.6935
C 2.5034 0.9024 5.0626
C 2.7613 -0.2271 5.9201
C 2.8440 -0.0725 7.2973
C 2.6876 1.1948 7.8849
C 2.4677 2.3195 7.0724
C 2.3803 2.1906 5.6930
H 2.5199 -0.2227 3.2331
H 2.0271 1.5777 3.0636
H 2.8725 -1.2110 5.4513
H 3.0355 -0.9424 7.9318
H 2.7536 1.3086 8.9668
H 2.3789 3.3084 7.5275
H 2.2234 3.0567 5.0416
*
```

- LUMO (spin up / spin down): -0.07 / -1.05 eV
- HOMO energy (spin up / spin down): -5.78 / -5.77 eV
- Energy relative to the best compared isomer or geometry (same formula, charge and spin): 292.4 kJ/mol
- Energy: -109035.9002 eV
- HOMO-LUMO gap (spin up / spin down): 5.711 / 4.716 eV



Question: Which of these has the highest energy relative to the best compared isomer or geometry (same formula, charge and spin)?
Answer: C30H50BrMnN3P2S



Question: What is the energy in the first record?
Answer: -167146.4821 eV



Question: Which formula does entry 2 have?
Answer: C30H50Cl2N3O4SiYb



Question: What is the energy in the second record?
Answer: -109035.9002 eV